Entry 1:
The following is a DFT calculation (the ωB97M-V functional and the def2-TZVPD basis) of the molecule C22H19FO5S2 at a distorted geometry.

```
49
Properties=species:S:1:pos:R:3
C 5.57647 -2.50964 -1.96072
O 5.12103 -1.15542 -1.87356
C 3.79745 -0.87540 -1.88620
C 3.46135 0.48971 -1.76270
C 2.12771 0.83826 -1.64157
C 1.08783 -0.12615 -1.63638
C -0.18875 0.18846 -0.95647
C -1.48354 -0.36038 -1.40809
C -2.59325 0.44866 -1.66302
C -3.85112 -0.10071 -1.83752
C -4.01480 -1.49473 -1.79001
C -5.37327 -2.07190 -2.00206
C -2.90696 -2.32107 -1.68864
C -1.60994 -1.76890 -1.44901
C -0.06627 0.22672 0.84920
F 0.02886 -1.09370 1.19696
S 1.35352 1.09247 1.64793
O 2.26041 0.05660 2.11193
O 1.73985 2.14042 0.70538
C 0.58959 1.95822 3.01489
C 1.27857 2.70560 3.97255
C 0.58215 3.36252 4.99061
C -0.78923 3.27320 5.04834
C -1.48391 2.53042 4.08620
C -0.80043 1.88165 3.05988
S -1.55216 0.90190 1.74310
O -2.14114 1.82216 0.78073
O -2.26336 -0.24691 2.29048
C 1.43925 -1.36829 -2.20823
C 2.77656 -1.80246 -2.18254
H 6.67086 -2.48507 -1.95912
H 5.22025 -3.10923 -1.10824
H 5.21991 -2.97317 -2.89142
H 4.19224 1.27473 -1.63771
H 1.83970 1.85776 -1.39238
H -0.24148 1.26542 -0.73314
H -2.50040 1.55078 -1.58144
H -4.72718 0.55155 -1.97105
H -5.35264 -3.15059 -2.06320
H -6.03044 -1.79517 -1.18157
H -5.84172 -1.70019 -2.91374
H -2.97227 -3.39807 -1.76211
H -0.80380 -2.39280 -1.18584
H 2.36205 2.72236 3.93196
H 1.11186 3.90787 5.73998
H -1.31061 3.75088 5.84223
H -2.56056 2.41211 4.14521
H 0.63111 -2.05567 -2.49355
H 2.99069 -2.85482 -2.33630
```

Results
- HOMO level: -8.04 eV
- Total charge: 0
- HOMO-LUMO gap: 7.97 eV
- Structure (SMILES): COc1ccc([C@@H](c2ccc(C)cc2)C2(F)S(=O)(=O)c3ccccc3S2(=O)=O)cc1

***

Entry 2:
The following is a DFT calculation (the ωB97M-V functional and the def2-TZVPD basis) of C22H20BrN4O7Sc as an isolated structure.

```
55
Properties=species:S:1:pos:R:3
Sc -0.18898 -0.06781 -0.25138
O -1.00457 0.97823 -2.21964
C -1.86656 0.19098 -3.05199
C -2.84091 -0.49794 -2.12693
N -2.16038 -1.31862 -1.11025
C -1.56809 -2.52532 -1.70632
C -0.20627 -2.25949 -2.34010
O 0.20354 -2.99786 -3.21390
O 0.42487 -1.25517 -1.82158
C -3.07211 -1.66072 -0.00302
C -2.48400 -1.29495 1.36106
O -3.03394 -1.68640 2.36679
O -1.43555 -0.53389 1.29953
H -0.12445 1.03917 -2.61833
H -2.41069 0.84553 -3.73500
H -1.28244 -0.51544 -3.64183
H -3.40538 0.27310 -1.59998
H -3.54608 -1.09751 -2.71668
H -1.38956 -3.24622 -0.90411
H -2.23379 -2.99213 -2.43806
H -4.00616 -1.10698 -0.09910
H -3.32681 -2.72052 -0.00670
C 3.19351 -3.67884 -0.84694
C 4.25426 -2.90134 -0.41706
C 4.00503 -1.85816 0.45634
C 2.69577 -1.62420 0.85362
N 1.65989 -2.34115 0.41123
C 1.92043 -3.35483 -0.41065
C 2.35469 -0.56411 1.83394
C 3.20168 -0.25931 2.89145
C 2.80053 0.67361 3.82946
C 1.55229 1.25864 3.69633
C 0.76884 0.89773 2.61673
N 1.16495 0.02249 1.69169
H 3.33448 -4.50478 -1.52922
H 5.26006 -3.10015 -0.76307
H 4.80336 -1.21682 0.80384
H 1.07185 -3.93334 -0.75318
H 4.14550 -0.77805 2.98340
H 3.44095 0.92393 4.66502
H 1.18330 1.97452 4.41672
H -0.22362 1.30899 2.48742
Br -3.69590 1.72542 1.06373
C -2.26840 2.87611 0.59801
C -2.52502 4.23719 0.66908
C -1.50592 5.11063 0.34115
C -0.28498 4.59099 -0.05254
C -0.13415 3.21892 -0.10351
N -1.11027 2.35371 0.22780
C 1.19383 2.64561 -0.58428
O 2.10860 3.40924 -0.80890
O 1.19983 1.36320 -0.72397
H -3.49960 4.58618 0.97568
H -1.66458 6.17999 0.38689
H 0.55713 5.20793 -0.32868
```

Results
- Relative energy (zero: lowest compared OMol25 entry of this formula, charge and spin): 0.4271 eV
- HOMO level: -9.29 eV
- Total charge: 0
- HOMO-LUMO gap: 9.23 eV

***

Entry 3:
The following is a DFT calculation (the ωB97M-V functional and the def2-TZVPD basis) of C22H20CuN4OS2 as an isolated structure.

```
50
Properties=species:S:1:pos:R:3
Cu -0.48479 -0.24072 0.36113
N 3.47770 1.56876 -0.07662
C 4.39408 0.88232 -0.87526
C 5.46009 1.53468 -1.48379
C 6.38063 0.81581 -2.23515
C 6.22975 -0.55168 -2.41254
C 5.15252 -1.20599 -1.82475
C 4.25756 -0.49764 -1.04222
S 2.96238 -1.26562 -0.12552
N 1.77719 -0.07367 -0.17953
C 2.13582 1.17940 0.01153
C 1.14779 2.16626 0.30035
C 1.40571 3.56100 0.37014
C 0.39928 4.43982 0.65275
C -0.90842 3.94804 0.86820
C -1.10704 2.58880 0.77248
N -0.14203 1.70641 0.49971
H 3.65755 2.55201 0.01741
H 5.57162 2.60622 -1.36004
H 7.21341 1.33324 -2.69344
H 6.94071 -1.10911 -3.00786
H 5.01282 -2.27175 -1.95611
H 2.39651 3.95938 0.19510
H 0.60374 5.50113 0.70673
H -1.73452 4.60606 1.09524
H -2.09594 2.17102 0.91869
S -4.44565 0.14010 -2.48823
C -2.81816 0.35558 -1.91323
N -2.62439 0.11455 -0.66623
C -3.79151 -0.27027 -0.04114
C -3.92684 -0.59350 1.30994
C -5.17136 -0.95173 1.78481
C -6.28595 -0.99508 0.94052
C -6.17270 -0.67664 -0.40031
C -4.92054 -0.31601 -0.87951
H -2.03513 0.68012 -2.58442
H -3.05195 -0.55519 1.94739
H -5.29249 -1.20110 2.83084
H -7.24960 -1.27903 1.34157
H -7.03401 -0.70715 -1.05414
C -0.79155 -3.78815 2.56936
O -0.84903 -2.41454 2.11895
C -0.59021 -2.04474 0.89769
C -0.24378 -3.09613 -0.10198
H -1.49042 -4.41078 2.01484
H -1.07777 -3.75792 3.61532
H 0.22006 -4.17716 2.47496
H -0.17631 -4.12349 0.25368
H 0.70210 -2.80129 -0.56567
H -0.98692 -3.03463 -0.90163
```

Results
- Relative energy (zero: lowest compared OMol25 entry of this formula, charge and spin): 0.0000 eV
- HOMO level (spin up / spin down): -4.61 / -6.74 eV
- Multiplicity: 2
- Total charge: 0
- HOMO-LUMO gap (spin up / spin down): 5.04 / 7.16 eV

***

Entry 4:
The following is a DFT calculation (the ωB97M-V functional and the def2-TZVPD basis) of C22H20F12MnN3O2 as an isolated structure at a distorted geometry.

```
60
Properties=species:S:1:pos:R:3
Mn 0.19338 -0.10075 -1.65373
C 4.58206 -0.03332 3.92182
C 3.47184 -0.17583 2.99943
C 2.26740 -0.82354 3.37350
C 1.18818 -0.83031 2.55060
C 1.19607 -0.18087 1.25938
N 0.06695 -0.11638 0.54472
C -1.15313 -0.19245 1.12191
C -1.37670 0.43483 2.39010
C -2.59482 0.42855 3.00098
C -3.70067 -0.22579 2.41702
C -5.02245 -0.18508 3.02674
C -3.48579 -0.89075 1.16652
C -2.29271 -0.83767 0.50912
C -2.12466 -1.56945 -0.82167
O -1.11294 -0.93328 -1.55675
C -3.38304 -1.49448 -1.76450
F -4.40878 -2.16622 -1.32993
F -3.68877 -0.17685 -1.85494
F -3.02205 -1.90155 -2.97622
C -1.61824 -3.04792 -0.56951
F -0.40886 -2.91261 0.03341
F -1.43594 -3.68263 -1.70515
F -2.43767 -3.67910 0.22160
C 2.48676 0.32136 0.81248
C 3.55099 0.32937 1.65643
C 2.66030 0.89782 -0.58116
O 1.62323 0.44545 -1.40229
C 2.50515 2.47076 -0.56766
F 3.32860 3.03869 0.25519
F 1.22132 2.70333 -0.17117
F 2.61999 2.94407 -1.79947
C 4.00218 0.44999 -1.30809
F 4.18854 -0.83938 -1.05337
F 5.02167 1.15881 -0.90571
F 3.80880 0.60168 -2.61933
H 4.27869 -0.12219 4.96487
H 5.32156 -0.84700 3.77556
H 5.18966 0.85729 3.73805
H 2.21580 -1.31670 4.33736
H 0.28770 -1.34889 2.85695
H -0.56253 0.99107 2.84010
H -2.72574 0.95245 3.94000
H -5.02406 0.21600 4.03651
H -5.71401 0.42686 2.42069
H -5.54121 -1.15179 2.98298
H -4.31626 -1.45516 0.76414
H 4.50033 0.74137 1.33427
N 0.41612 -0.30366 -3.82565
C -0.56442 0.60855 -4.45334
C -0.43476 1.93834 -3.75333
N -0.81326 1.74490 -2.32466
H 1.36333 -0.01965 -4.08968
H 0.30200 -1.25124 -4.19521
H -1.56938 0.19374 -4.34732
H -0.38496 0.70943 -5.52765
H -1.08183 2.69713 -4.20640
H 0.59136 2.30715 -3.80617
H -1.82573 1.59548 -2.27632
H -0.62464 2.60800 -1.80606
```

Results
- HOMO level (spin up / spin down): -20.95 / -20.95 eV
- Total charge: +4
- HOMO-LUMO gap (spin up / spin down): 4.27 / 4.26 eV

***

Question: total charge of number 4 (C22H20F12MnN3O2)?
Answer: +4

***

Question: Which formula does entry 3 have?
Answer: C22H20CuN4OS2